1.
Molecular formula: C28H21GeN3O2Tl
Method: DFT, wB97M-V/def2-TZVPD

The frontier orbital gap is 5.174 eV. The calculation puts the LUMO energy at -5.3 eV. The HOMO energy comes out at -0.385 Ha.

Structure (ORCA input):
```
! RIJCOSX wB97M-V def2-TZVPD def2/J DEFGRID3
* xyz 1 1
Tl 0.091 -0.893 0.190
O -1.547 6.170 0.504
C -0.603 5.764 -0.195
O -0.043 6.246 -1.184
C -0.155 4.314 0.149
C 0.751 3.639 -0.653
C 0.912 2.272 -0.494
N 0.205 1.584 0.420
C -0.574 2.255 1.284
C -0.760 3.622 1.185
C -1.296 1.453 2.313
C -2.234 2.027 3.173
C -2.861 1.232 4.115
C -2.552 -0.120 4.178
C -1.627 -0.614 3.279
N -1.014 0.147 2.374
C 1.868 1.496 -1.339
C 2.554 2.081 -2.401
C 3.472 1.325 -3.110
C 3.679 0.001 -2.755
C 2.935 -0.514 -1.710
N 2.059 0.212 -1.017
H 1.256 4.221 -1.409
H -1.419 4.193 1.821
H -2.460 3.079 3.113
H -3.579 1.664 4.798
H -3.010 -0.771 4.907
H -1.351 -1.662 3.283
H 2.380 3.111 -2.666
H 4.020 1.768 -3.929
H 4.392 -0.621 -3.275
H 3.046 -1.549 -1.407
Ge -3.406 0.222 -0.008
C -3.390 -1.303 -1.139
C -4.066 -2.435 -0.671
C -4.230 -3.534 -1.499
C -3.702 -3.514 -2.780
C -3.014 -2.400 -3.248
C -2.854 -1.297 -2.433
C -3.264 2.020 -0.528
C -3.946 2.945 0.285
C -3.964 4.283 -0.057
C -3.282 4.716 -1.187
C -2.602 3.810 -1.996
C -2.586 2.467 -1.671
H -4.115 -0.022 1.324
H -4.471 -2.457 0.334
H -4.763 -4.405 -1.143
H -3.828 -4.373 -3.424
H -2.610 -2.396 -4.251
H -2.323 -0.431 -2.806
H -4.451 2.614 1.184
H -4.469 5.002 0.572
H -3.249 5.771 -1.418
H -2.061 4.169 -2.860
H -2.032 1.775 -2.292
*
```

2.
Molecular formula: C28H21N4RhS
Method: DFT, wB97M-V/def2-TZVPD

The frontier orbital gap (spin up / spin down) is 5.806 / 5.794 eV. The calculation puts the LUMO energy (spin up / spin down) at -1.0 / -1.0 eV. The HOMO energy (spin up / spin down) comes out at -0.250 / -0.250 Ha.

Structure (ORCA input):
```
! RIJCOSX wB97M-V def2-TZVPD def2/J DEFGRID3
* xyz 0 1
Rh -0.645 -1.672 2.112
N -2.485 -5.144 0.418
C -2.121 -3.951 0.904
S -0.856 -3.942 2.114
N -2.785 -2.903 0.444
N -2.303 -1.735 0.922
C -2.831 -0.586 0.647
C -4.067 -0.339 -0.146
C -4.781 0.852 0.038
C -5.906 1.142 -0.716
C -6.369 0.237 -1.660
C -5.703 -0.968 -1.823
C -4.567 -1.258 -1.080
C -2.062 0.559 1.247
C -1.992 1.827 0.685
C -1.283 2.823 1.336
C -0.681 2.540 2.551
C -0.714 1.233 3.000
N -1.347 0.262 2.345
H -2.048 -5.974 0.770
H -3.256 -5.206 -0.225
H -4.473 1.556 0.798
H -6.425 2.079 -0.561
H -7.245 0.467 -2.253
H -6.067 -1.693 -2.540
H -4.051 -2.190 -1.222
H -2.457 2.010 -0.273
H -1.196 3.808 0.895
H -0.156 3.300 3.113
H -0.208 0.932 3.907
C 1.119 -1.170 1.562
C 1.978 -0.560 0.835
C 2.903 0.000 0.087
C 3.539 -0.829 -0.980
C 3.759 -2.190 -0.766
C 4.294 -2.988 -1.764
C 4.601 -2.446 -3.006
C 4.361 -1.100 -3.241
C 3.840 -0.297 -2.236
C 3.233 1.439 0.264
C 4.431 1.983 -0.202
C 4.730 3.324 -0.005
C 3.837 4.152 0.657
C 2.649 3.618 1.145
C 2.360 2.277 0.960
H 3.511 -2.610 0.201
H 4.466 -4.041 -1.576
H 5.011 -3.072 -3.789
H 4.568 -0.673 -4.215
H 3.620 0.743 -2.439
H 5.150 1.344 -0.696
H 5.672 3.722 -0.363
H 4.067 5.201 0.802
H 1.948 4.251 1.677
H 1.436 1.853 1.342
*
```

3.
Molecular formula: C28H22AlClNO5P
Method: DFT, wB97M-V/def2-TZVPD

The frontier orbital gap is 7.565 eV. The calculation puts the LUMO energy at -0.3 eV. The HOMO energy comes out at -0.288 Ha.

Structure (ORCA input):
```
! RIJCOSX wB97M-V def2-TZVPD def2/J DEFGRID3
* xyz 0 1
Al 0.057 -1.455 0.195
O -0.828 0.390 2.212
C -1.128 0.070 1.047
C -2.087 0.952 0.330
C -2.805 1.953 0.983
C -3.653 2.777 0.268
C -3.772 2.627 -1.110
C -3.054 1.643 -1.771
C -2.222 0.786 -1.055
P -1.227 -0.526 -1.839
C -0.545 0.242 -3.333
C -1.231 0.286 -4.545
C -0.660 0.916 -5.641
C 0.593 1.503 -5.530
C 1.282 1.452 -4.326
C 0.720 0.818 -3.228
C -2.432 -1.745 -2.446
C -3.790 -1.712 -2.137
C -4.616 -2.765 -2.513
C -4.093 -3.853 -3.196
C -2.739 -3.891 -3.507
C -1.911 -2.846 -3.130
H -2.676 2.073 2.051
H -4.214 3.551 0.775
H -4.421 3.286 -1.672
H -3.134 1.547 -2.848
H -2.203 -0.183 -4.638
H -1.192 0.946 -6.583
H 1.037 1.991 -6.387
H 2.266 1.896 -4.245
H 1.259 0.748 -2.290
H -4.206 -0.868 -1.602
H -5.670 -2.731 -2.271
H -4.737 -4.675 -3.481
H -2.320 -4.742 -4.028
H -0.851 -2.896 -3.355
N -1.530 -2.878 0.471
C -1.006 -4.192 0.056
C 0.203 -3.994 -0.863
O 0.560 -4.885 -1.599
O 0.767 -2.828 -0.741
H -1.729 -2.849 1.465
H -2.390 -2.665 -0.024
H -1.753 -4.797 -0.454
H -0.657 -4.745 0.928
Cl 4.275 2.707 4.115
C 3.425 1.807 2.889
C 3.787 1.943 1.555
C 3.113 1.237 0.579
C 2.058 0.374 0.905
O 1.398 -0.252 -0.053
C 1.725 0.234 2.268
C 0.669 -0.708 2.677
O 0.445 -1.770 2.010
C 2.399 0.959 3.246
H 4.600 2.606 1.288
H 3.388 1.338 -0.463
H 0.435 -0.727 3.743
H 2.124 0.848 4.288
*
```

4.
Molecular formula: C28H22Br4FeN7O4
Method: DFT, wB97M-V/def2-TZVPD

The frontier orbital gap (spin up / spin down) is 4.535 / 5.275 eV. The calculation puts the LUMO energy (spin up / spin down) at 1.7 / 0.0 eV. The HOMO energy (spin up / spin down) comes out at -0.106 / -0.195 Ha.

Structure (ORCA input):
```
! RIJCOSX wB97M-V def2-TZVPD def2/J DEFGRID3
* xyz -1 5
Fe -1.409 -0.399 -0.934
O -2.857 3.274 4.640
C -2.684 3.738 3.505
O -2.642 4.919 3.118
C -2.396 2.699 2.406
C -2.111 3.133 1.086
C -1.863 2.195 0.126
N -1.883 0.871 0.401
C -2.154 0.415 1.654
C -2.423 1.354 2.673
C -2.074 -1.000 1.754
C -2.280 -1.758 2.929
C -2.116 -3.111 2.906
C -1.751 -3.753 1.692
C -1.576 -2.976 0.579
N -1.716 -1.641 0.575
C -1.581 2.444 -1.297
C -1.516 3.712 -1.870
C -1.269 3.828 -3.220
C -1.100 2.676 -3.983
C -1.173 1.456 -3.349
N -1.397 1.330 -2.037
H -2.117 4.196 0.898
H -2.641 1.056 3.690
H -2.561 -1.247 3.840
H -2.268 -3.690 3.807
H -1.617 -4.823 1.632
H -1.310 -3.414 -0.375
H -1.662 4.583 -1.248
H -1.215 4.805 -3.680
H -0.913 2.721 -5.045
H -1.051 0.535 -3.903
Br -0.197 -4.239 -6.682
C 0.048 -3.110 -5.199
C 1.335 -2.519 -4.972
Br 2.733 -2.856 -6.185
C 1.550 -1.714 -3.889
Br 3.194 -0.895 -3.498
C 0.494 -1.441 -2.956
O 0.605 -0.705 -1.945
C -0.820 -2.030 -3.204
O -1.737 -1.748 -2.373
C -0.995 -2.873 -4.342
Br -2.708 -3.610 -4.555
C 1.886 -1.349 0.890
N 1.223 -0.046 0.977
C 1.057 0.283 2.397
N 2.339 0.319 3.112
C 2.971 -0.990 2.966
N 3.189 -1.359 1.566
C 4.016 -0.319 0.950
N 3.415 1.014 1.041
C 2.106 0.959 0.380
C 3.191 1.310 2.458
H 2.038 -1.592 -0.160
H 1.240 -2.105 1.343
H 0.414 -0.466 2.862
H 0.576 1.259 2.482
H 2.328 -1.743 3.430
H 3.933 -0.981 3.485
H 4.167 -0.567 -0.103
H 4.988 -0.300 1.452
H 2.246 0.715 -0.672
H 1.627 1.939 0.460
H 2.718 2.291 2.545
H 4.157 1.340 2.969
*
```

5.
Molecular formula: C28H22ClF6N4O4PPdS
Method: DFT, wB97M-V/def2-TZVPD

The frontier orbital gap (spin up / spin down) is 6.021 / 5.413 eV. The calculation puts the LUMO energy (spin up / spin down) at -4.2 / -6.0 eV. The HOMO energy (spin up / spin down) comes out at -0.375 / -0.419 Ha.

Structure (ORCA input):
```
! RIJCOSX wB97M-V def2-TZVPD def2/J DEFGRID3
* xyz 1 6
Pd 0.045 -0.305 1.030
S -0.813 1.639 0.183
C -2.257 0.981 -0.571
N -2.798 1.879 -1.363
N -3.897 1.682 -2.063
C -4.473 0.525 -2.530
C -3.745 -0.645 -2.797
C -4.411 -1.768 -3.250
C -5.788 -1.750 -3.438
C -6.510 -0.588 -3.184
C -5.862 0.548 -2.753
N -2.772 -0.184 -0.264
N -2.263 -1.067 0.511
C -2.940 -2.149 0.932
C -2.299 -3.100 1.750
C -3.004 -4.154 2.282
C -4.351 -4.322 1.978
C -4.981 -3.422 1.120
C -4.308 -2.339 0.614
H -4.367 2.559 -2.272
H -2.669 -0.662 -2.710
H -3.851 -2.664 -3.470
H -6.299 -2.632 -3.792
H -7.580 -0.573 -3.319
H -6.418 1.451 -2.546
H -1.246 -3.000 1.936
H -2.498 -4.852 2.932
H -4.900 -5.156 2.385
H -6.019 -3.571 0.863
H -4.793 -1.618 -0.028
O 0.769 -0.870 -3.310
C 0.806 -0.734 -2.103
O -0.124 -0.635 -1.278
C 2.244 -0.628 -1.542
C 3.131 -1.665 -1.834
C 4.351 -1.761 -1.183
C 4.661 -0.747 -0.296
O 5.723 -0.615 0.511
C 5.513 0.545 1.279
O 4.353 1.194 0.802
C 3.808 0.372 -0.118
C 2.579 0.460 -0.739
H 2.831 -2.417 -2.546
H 5.013 -2.597 -1.334
H 6.376 1.220 1.196
H 5.376 0.267 2.339
H 1.920 1.308 -0.585
F 0.717 -2.570 0.533
P 1.707 -2.800 1.854
F 2.307 -1.260 1.525
F 0.516 -1.991 2.728
F 2.600 -2.828 3.157
F 1.016 -4.182 2.153
F 2.826 -3.412 0.917
Cl -1.759 0.166 3.163
C -1.199 1.781 3.407
C -2.028 2.744 3.945
C -1.559 4.043 4.073
C -0.266 4.366 3.683
C 0.555 3.403 3.130
C 0.105 2.084 2.972
C 0.964 1.037 2.448
H -3.027 2.489 4.255
H -2.211 4.808 4.465
H 0.101 5.372 3.815
H 1.569 3.644 2.849
H 1.107 0.226 3.171
H 1.908 1.404 2.032
*
```

6.
Molecular formula: C28H22F2NO5Pt
Method: DFT, wB97M-V/def2-TZVPD

The frontier orbital gap is 6.526 eV. The calculation puts the LUMO energy at -4.8 eV. The HOMO energy comes out at -0.416 Ha.

Structure (ORCA input):
```
! RIJCOSX wB97M-V def2-TZVPD def2/J DEFGRID3
* xyz 1 1
Pt 1.568 0.990 1.717
C -5.550 0.510 -1.447
C -4.326 0.714 -2.333
C -4.368 -0.082 -3.626
C -4.322 -1.576 -3.347
C -3.142 -1.913 -2.471
C -2.585 -3.170 -2.487
C -1.489 -3.465 -1.680
F -0.982 -4.706 -1.729
C -0.918 -2.537 -0.862
C -1.464 -1.247 -0.831
C -0.868 -0.242 0.042
O 0.125 -0.550 0.757
C -1.478 1.034 0.053
C -2.566 1.259 -0.760
N -3.098 0.355 -1.574
C -2.571 -0.937 -1.627
C -1.101 2.168 0.950
O -1.807 3.147 1.015
O -0.013 2.118 1.712
H -6.458 0.742 -2.004
H -5.507 1.164 -0.576
H -5.615 -0.520 -1.093
H -4.228 1.772 -2.572
H -3.514 0.200 -4.247
H -5.272 0.183 -4.173
H -4.251 -2.136 -4.279
H -5.245 -1.900 -2.859
H -2.990 -3.943 -3.128
H -0.058 -2.774 -0.254
H -3.033 2.236 -0.734
F -1.524 -2.915 3.314
C -0.694 -1.907 3.436
C -1.241 -0.636 3.654
C -0.389 0.420 3.749
C 1.024 0.224 3.626
C 1.925 1.332 3.717
C 1.526 -1.105 3.444
C 0.669 -2.166 3.344
H -2.313 -0.524 3.735
H -0.768 1.422 3.904
H 2.980 1.187 3.919
H 1.545 2.301 4.019
H 2.596 -1.252 3.371
H 1.015 -3.179 3.195
O 3.455 0.250 1.419
C 3.694 1.155 0.542
O 2.703 1.908 0.266
C 5.004 1.321 -0.082
C 5.416 2.589 -0.480
C 6.669 2.747 -1.045
C 7.491 1.644 -1.229
C 7.074 0.377 -0.838
C 5.831 0.213 -0.252
H 4.758 3.438 -0.341
H 7.005 3.732 -1.344
H 8.467 1.772 -1.681
H 7.718 -0.479 -0.984
H 5.490 -0.763 0.067
*
```

7.
Molecular formula: C28H22F3N3O5OsPS3
Method: DFT, wB97M-V/def2-TZVPD

The frontier orbital gap (spin up / spin down) is 6.389 / 6.388 eV. The calculation puts the LUMO energy (spin up / spin down) at -5.3 / -5.3 eV. The HOMO energy (spin up / spin down) comes out at -0.431 / -0.431 Ha.

Structure (ORCA input):
```
! RIJCOSX wB97M-V def2-TZVPD def2/J DEFGRID3
* xyz 1 1
Os -0.219 0.178 0.154
C 6.285 0.734 -1.031
S 4.001 -1.650 0.947
C 2.497 -1.328 0.486
S 1.396 -0.390 1.555
N 1.969 -1.631 -0.780
N 0.568 -1.453 -0.764
C -0.158 -2.466 -1.037
C -1.564 -2.280 -0.739
C -2.555 -3.188 -1.024
C -3.863 -2.872 -0.668
C -4.120 -1.669 -0.040
C -3.078 -0.790 0.222
N -1.824 -1.107 -0.106
H 7.225 0.315 -1.388
H 6.448 1.790 -0.811
H 6.013 0.224 -0.107
H 0.272 -3.402 -1.372
H -2.311 -4.111 -1.530
H -4.668 -3.557 -0.895
H -5.123 -1.382 0.240
H -3.226 0.188 0.672
O -3.110 1.318 -2.949
S -1.801 0.922 -2.546
O -1.554 1.291 -1.088
O -1.388 -0.441 -2.811
C -0.620 1.942 -3.367
C -0.958 2.520 -4.578
C -0.022 3.284 -5.257
C 1.244 3.466 -4.721
C 1.576 2.886 -3.507
C 0.647 2.115 -2.813
P 1.226 1.481 -1.205
C 1.633 2.949 -0.246
C 0.905 4.116 -0.469
C 1.145 5.235 0.313
C 2.104 5.189 1.313
C 2.822 4.022 1.544
C 2.580 2.897 0.778
C 2.733 0.576 -1.605
C 3.912 1.194 -1.640
C 5.186 0.559 -2.090
C 5.004 -0.878 -2.466
C 3.856 -1.530 -2.381
C 2.577 -0.887 -1.952
H -1.957 2.374 -4.966
H -0.282 3.742 -6.202
H 1.975 4.068 -5.244
H 2.563 3.055 -3.095
H 0.153 4.157 -1.247
H 0.573 6.137 0.145
H 2.286 6.063 1.925
H 3.562 3.985 2.332
H 3.126 1.983 0.980
H 3.984 2.236 -1.339
H 5.509 1.111 -2.984
H 5.889 -1.404 -2.803
H 3.792 -2.581 -2.636
H 1.826 -1.013 -2.738
F -2.392 3.628 3.612
C -1.582 3.564 2.557
F -0.324 3.692 2.988
F -1.849 4.607 1.756
C -1.819 2.247 1.774
O -2.953 1.913 1.537
O -0.713 1.643 1.473
*
```

8.
Molecular formula: C28H23BF2N3OP2S2Se2W
Method: DFT, wB97M-V/def2-TZVPD

The frontier orbital gap (spin up / spin down) is 6.085 / 5.907 eV. The calculation puts the LUMO energy (spin up / spin down) at -4.2 / -4.3 eV. The HOMO energy (spin up / spin down) comes out at -0.376 / -0.376 Ha.

Structure (ORCA input):
```
! RIJCOSX wB97M-V def2-TZVPD def2/J DEFGRID3
* xyz 1 3
W -0.203 -2.261 -3.537
Se -2.583 -1.179 2.461
P -0.569 -0.596 2.192
C -0.249 1.171 2.449
C 0.953 1.756 2.061
C 1.212 3.075 2.403
C 0.270 3.812 3.107
C -0.928 3.228 3.492
C -1.186 1.904 3.172
C 0.612 -1.462 3.260
C 0.420 -2.827 3.465
C 1.317 -3.537 4.244
C 2.400 -2.887 4.821
C 2.577 -1.526 4.638
C 1.683 -0.805 3.859
C -0.092 -1.093 0.500
C -0.437 -0.766 -0.813
N 0.004 -1.836 -1.560
N 0.577 -2.731 -0.764
N 0.526 -2.308 0.450
P -0.958 0.668 -1.776
Se -0.839 0.168 -3.910
C -2.587 1.293 -1.355
C -2.970 1.378 -0.019
C -4.192 1.940 0.301
C -5.024 2.413 -0.704
C -4.643 2.320 -2.035
C -3.422 1.759 -2.370
C 0.289 1.940 -1.497
C 1.631 1.566 -1.563
C 2.615 2.535 -1.487
C 2.259 3.874 -1.369
C 0.923 4.242 -1.318
C -0.070 3.276 -1.377
H 1.693 1.176 1.523
H 2.156 3.521 2.123
H 0.476 4.844 3.360
H -1.656 3.798 4.055
H -2.107 1.424 3.480
H -0.435 -3.318 3.021
H 1.171 -4.597 4.404
H 3.102 -3.446 5.427
H 3.414 -1.019 5.101
H 1.815 0.261 3.740
H -2.332 0.988 0.758
H -4.492 1.997 1.339
H -5.982 2.846 -0.446
H -5.297 2.677 -2.819
H -3.121 1.678 -3.406
H 1.903 0.523 -1.680
H 3.657 2.247 -1.530
H 3.028 4.634 -1.324
H 0.644 5.284 -1.233
H -1.116 3.555 -1.334
C 3.559 -5.590 -3.940
O 3.100 -4.415 -4.643
C 1.933 -3.928 -4.398
S 0.793 -4.566 -3.334
S 1.521 -2.423 -5.170
H 4.641 -5.578 -4.016
H 3.162 -6.485 -4.415
H 3.243 -5.557 -2.899
F -2.544 -2.721 -2.590
B -2.165 -2.923 -3.887
F -3.084 -3.390 -4.687
*
```

no.,DFT total energy (Eh),F_max (hartree/bohr)
1,-3643.5012,0.0145
2,-1807.2535,0.0327
3,-2555.3375,0.0051
4,-13324.3371,0.0093
5,-3526.7199,0.0356
6,-1829.9943,0.0232
7,-3546.6660,0.0031
8,-7893.8247,0.0325